Entry A
88
Properties=species:S:1:pos:R:3:lowdin_charge:R:1 method="wB97M-V/def2-TZVPD" gap_ha=0.18996 lumo_ev=-0.941 homo_energy_ev=-6.1 multiplicity=1 molar_mass_g_mol=803.669
Ti 0.116 -0.059 -0.402 1.24
C 2.617 0.629 -6.443 -0.07
C 3.059 -0.679 -6.215 -0.07
C 2.869 -1.299 -4.990 0.00
C 2.222 -0.569 -4.007 -0.10
C 1.864 -0.917 -2.629 -0.28
N 2.071 -2.081 -2.134 0.21
C 1.908 -2.347 -0.808 -0.28
C 2.164 -3.626 -0.255 -0.12
C 2.448 -4.875 -0.836 -0.02
C 2.611 -5.946 -0.001 -0.09
C 2.519 -5.795 1.410 -0.09
C 2.277 -4.580 1.989 -0.03
C 2.086 -3.471 1.140 -0.12
C 1.829 -2.104 1.398 -0.28
N 1.683 -1.634 2.658 0.20
C 1.745 -0.382 2.951 -0.27
N 2.075 0.531 1.923 -0.04
C -0.046 1.613 2.254 -0.31
N -0.657 2.590 1.728 0.22
C -0.570 2.852 0.386 -0.28
N -0.015 2.033 -0.600 0.05
C -0.049 2.731 -1.766 -0.28
N 0.523 2.314 -2.932 0.20
C 1.133 1.190 -3.003 -0.28
N 1.257 0.188 -2.025 0.03
C 1.784 0.722 -4.232 -0.11
C 1.970 1.352 -5.452 0.00
C -0.675 3.978 -1.575 -0.11
C -0.969 5.049 -2.447 -0.03
C -1.613 6.137 -1.936 -0.10
C -1.967 6.203 -0.557 -0.09
C -1.675 5.189 0.308 -0.03
C -1.022 4.043 -0.204 -0.12
C 0.036 1.213 3.667 -0.11
C -0.796 1.799 4.618 -0.02
C -0.753 1.368 5.933 -0.08
C 0.116 0.348 6.304 -0.07
C 0.957 -0.235 5.369 -0.02
C 0.942 0.199 4.051 -0.12
N 1.640 -1.437 0.170 0.06
H 2.786 1.080 -7.412 0.10
H 3.557 -1.213 -7.013 0.10
H 3.206 -2.309 -4.803 0.11
H 2.523 -4.973 -1.911 0.11
H 2.818 -6.926 -0.409 0.10
H 2.656 -6.669 2.034 0.10
H 2.228 -4.464 3.064 0.11
H 1.623 2.363 -5.613 0.11
H -0.689 4.993 -3.491 0.11
H -1.859 6.973 -2.579 0.09
H -2.474 7.088 -0.195 0.10
H -1.933 5.250 1.357 0.11
H -1.480 2.578 4.308 0.12
H -1.402 1.822 6.669 0.10
H 0.142 0.010 7.331 0.10
H 1.639 -1.026 5.651 0.12
O -2.447 -2.826 -2.100 0.09
C -1.641 -2.244 -1.394 -0.46
N -1.084 -1.035 -1.651 -0.09
C -1.924 -0.123 -2.408 -0.12
C -2.733 0.652 -1.386 -0.22
C -3.922 1.295 -1.700 0.00
C -4.671 1.850 -0.679 -0.04
C -4.223 1.721 0.628 -0.04
C -3.011 1.098 0.852 -0.11
N -2.261 0.603 -0.135 0.08
C -1.352 -2.749 -0.011 -0.18
C -1.661 -4.043 0.366 0.02
C -1.639 -4.353 1.715 -0.03
C -1.375 -3.344 2.627 -0.03
C -1.054 -2.081 2.159 -0.10
N -1.000 -1.794 0.859 0.08
H -1.349 0.537 -3.062 0.12
H -2.609 -0.706 -3.029 0.13
H -4.253 1.333 -2.729 0.12
H -5.602 2.356 -0.895 0.11
H -4.791 2.106 1.462 0.11
H -2.614 1.005 1.854 0.11
H -1.939 -4.756 -0.396 0.13
H -1.858 -5.357 2.053 0.11
H -1.394 -3.525 3.693 0.11
H -0.832 -1.278 2.848 0.11
C 2.721 1.784 2.266 -0.01
O 0.711 0.800 1.405 -0.19
H 2.283 2.317 3.115 0.10
H 2.714 2.415 1.379 0.11
H 3.755 1.529 2.498 0.11


Entry B
88
Properties=species:S:1:pos:R:3:lowdin_charge:R:1 method="wB97M-V/def2-TZVPD" gap_ha="0.17860 / 0.18791" lumo_ev="-1.399 / -1.396" homo_energy_ev="-6.3 / -6.5" multiplicity=1 molar_mass_g_mol=803.669
Ti 0.155 0.078 0.063 1.15
C 1.868 3.709 5.253 -0.08
C 2.383 2.504 5.757 -0.09
C 2.107 1.296 5.148 -0.02
C 1.311 1.317 4.005 -0.13
C 0.866 0.287 3.104 -0.31
N 1.028 -1.013 3.365 0.22
C 0.536 -1.913 2.572 -0.26
C 0.409 -3.311 2.967 -0.10
C 0.748 -4.004 4.117 0.00
C 0.408 -5.347 4.176 -0.07
C -0.253 -5.981 3.123 -0.07
C -0.602 -5.282 1.976 0.00
C -0.264 -3.942 1.923 -0.10
C -0.493 -2.916 0.906 -0.28
N -1.057 -3.220 -0.245 0.21
C -1.399 -2.264 -1.090 -0.27
N -1.448 -0.950 -0.865 0.07
C -1.745 -0.305 -2.115 -0.33
N -2.512 0.966 -2.177 0.14
C -2.444 1.735 -1.006 -0.23
N -1.623 1.524 0.011 0.12
C -1.569 2.719 0.736 -0.26
N -0.774 3.025 1.726 0.21
C 0.034 2.172 2.324 -0.29
N 0.153 0.824 2.074 0.07
C 0.792 2.521 3.502 -0.11
C 1.060 3.733 4.133 -0.01
C -2.479 3.675 0.149 -0.10
C -2.786 4.996 0.456 -0.01
C -3.671 5.659 -0.374 -0.08
C -4.251 5.021 -1.480 -0.08
C -3.952 3.708 -1.788 -0.02
C -3.053 3.040 -0.961 -0.11
C -2.224 -1.411 -3.045 -0.05
C -2.829 -1.426 -4.285 0.00
C -2.968 -2.654 -4.926 -0.06
C -2.524 -3.834 -4.341 -0.07
C -1.988 -3.827 -3.062 0.01
C -1.872 -2.604 -2.431 -0.09
N 0.002 -1.723 1.303 0.08
H 2.109 4.636 5.758 0.10
H 3.009 2.529 6.640 0.10
H 2.490 0.361 5.537 0.11
H 1.260 -3.511 4.933 0.11
H 0.656 -5.919 5.062 0.10
H -0.498 -7.031 3.206 0.10
H -1.118 -5.753 1.150 0.11
H 0.651 4.657 3.745 0.11
H -2.332 5.475 1.313 0.11
H -3.925 6.691 -0.170 0.10
H -4.940 5.577 -2.103 0.10
H -4.406 3.206 -2.634 0.11
H -3.200 -0.526 -4.747 0.11
H -3.428 -2.688 -5.905 0.11
H -2.619 -4.769 -4.879 0.11
H -1.674 -4.734 -2.562 0.12
O 2.149 -1.752 -3.349 0.03
C 1.365 -1.087 -2.671 -0.45
N 1.257 -1.118 -1.318 -0.02
C 2.214 -2.026 -0.696 -0.14
C 3.019 -1.293 0.332 -0.23
C 4.240 -1.766 0.803 0.00
C 4.969 -0.978 1.673 -0.05
C 4.478 0.273 2.025 -0.04
C 3.248 0.656 1.528 -0.11
N 2.521 -0.123 0.726 0.08
C 0.444 -0.138 -3.383 -0.16
C 0.511 0.187 -4.683 0.01
C -0.583 0.944 -5.282 -0.06
C -1.558 1.506 -4.559 -0.03
C -1.408 1.518 -3.071 -0.18
N -0.552 0.433 -2.604 0.04
H 2.878 -2.427 -1.462 0.12
H 1.717 -2.886 -0.234 0.12
H 4.613 -2.724 0.467 0.12
H 5.922 -1.319 2.057 0.11
H 5.030 0.934 2.678 0.11
H 2.825 1.624 1.769 0.12
H 1.326 -0.173 -5.293 0.12
H -0.631 0.977 -6.364 0.11
H -2.421 1.989 -5.002 0.11
H -1.079 2.511 -2.737 0.16
C 1.706 2.323 -1.299 -0.11
O 0.873 1.490 -0.570 -0.36
H 1.778 1.979 -2.335 0.09
H 2.715 2.336 -0.874 0.09
H 1.317 3.346 -1.297 0.09


Relative energies, kcal/mol: entry A 41.5; entry B 0.0.


Entry A
7
Properties=species:S:1:pos:R:3:nbo_charge:R:1 method="wB97M-V/def2-TZVPD" gap_ha="0.31501 / 0.26571" lumo_ev="0.893 / -4.560" homo_energy_ev="-7.7 / -11.8" multiplicity=3 molar_mass_g_mol=91.026 s2=2.01
N -0.172 -1.571 -2.008 -0.01
N 0.165 -0.653 -2.485 0.01
N 0.124 0.029 0.758 0.48
O -0.613 0.950 1.556 -0.57
O 0.050 -1.059 1.214 -0.08
O 0.733 0.520 -0.149 -0.32
H -0.287 1.784 1.114 0.49


Entry B
7
Properties=species:S:1:pos:R:3:nbo_charge:R:1 method="wB97M-V/def2-TZVPD" gap_ha="0.26275 / 0.33879" lumo_ev="-0.889 / -2.616" homo_energy_ev="-8.0 / -11.8" multiplicity=3 molar_mass_g_mol=91.026 s2=2.03
N -0.093 1.997 0.495 0.21
N -0.188 0.735 0.528 -0.31
N -0.218 0.244 1.909 0.65
O -0.447 1.068 2.714 -0.34
O -0.262 2.554 -0.551 -0.14
O -0.133 -0.920 1.988 -0.34
H 0.195 -0.323 -0.461 0.28


Relative energies, kcal/mol: entry A 0.0; entry B 56.1.